(1)
Here is C19H22N2O3 in the gas phase from OMol25. Energies are from the ωB97M-V functional and the def2-TZVPD basis.

Last column: natural (NBO) charge in e.
Cartesian coordinates (Å):
1 C -1.2511 1.4832 3.4455  -0.251
2 O -2.4538 0.8137 3.1562  -0.497
3 C -2.8277 0.6913 1.8501  0.308
4 C -4.0318 0.0228 1.6191  -0.258
5 C -4.4776 -0.1553 0.3280  -0.192
6 C -3.7424 0.3171 -0.7506  -0.281
7 C -2.5470 0.9818 -0.5336  0.094
8 C -1.6585 1.5229 -1.6374  -0.081
9 C -2.1769 1.2399 -3.0526  -0.638
10 N -0.3031 1.0471 -1.3789  -0.448
11 C 0.7409 1.8060 -2.0283  -0.416
12 C -0.1314 -0.3866 -1.5688  -0.277
13 C 0.9405 -0.8990 -0.6652  0.132
14 N 2.2703 -0.7773 -0.9659  -0.488
15 C 2.9067 -1.3037 0.0389  0.481
16 C 4.3305 -1.4142 0.1861  -0.200
17 C 5.0436 -1.9949 1.2754  -0.286
18 C 6.3584 -1.8696 0.9623  0.089
19 O 6.5117 -1.2605 -0.2269  -0.386
20 C 5.2896 -0.9862 -0.6950  0.136
21 O 2.0838 -1.7747 0.9991  -0.407
22 C 0.8270 -1.5142 0.5514  0.243
23 C -0.3317 -1.9395 1.3740  -0.663
24 C -2.0991 1.1695 0.7718  -0.341
25 H -0.3919 0.9883 2.9815  0.177
26 H -1.1477 1.4485 4.5291  0.199
27 H -1.2845 2.5276 3.1189  0.177
28 H -4.5910 -0.3439 2.4649  0.222
29 H -5.4092 -0.6729 0.1525  0.213
30 H -4.1159 0.1583 -1.7490  0.213
31 H -1.6170 2.6141 -1.5104  0.206
32 H -3.1414 1.7183 -3.2003  0.217
33 H -1.4832 1.6466 -3.7850  0.216
34 H -2.2778 0.1719 -3.2290  0.207
35 H 0.7106 1.7424 -3.1266  0.159
36 H 1.7014 1.4159 -1.6960  0.228
37 H 0.6605 2.8526 -1.7351  0.195
38 H 0.1410 -0.6321 -2.6078  0.189
39 H -1.0684 -0.8864 -1.3158  0.219
40 H 4.6171 -2.4358 2.1520  0.235
41 H 7.2486 -2.1624 1.4827  0.205
42 H 5.2028 -0.4965 -1.6429  0.215
43 H -1.2306 -1.4305 1.0390  0.243
44 H -0.4820 -3.0167 1.2929  0.225
45 H -0.1535 -1.7049 2.4218  0.227
46 H -1.1589 1.6781 0.9078  0.237

Properties
- E_LUMO (eV) = 0.78
- total charge = 0
- structure (SMILES) = COc1cccc([C@H](C)N(C)Cc2nc(-c3ccoc3)oc2C)c1
- orbital gap (eV) = 8.74



(2)
Here is C19H22N2O3S in the gas phase from OMol25. Energies are from the ωB97M-V functional and the def2-TZVPD basis.

Last column: natural (NBO) charge in e.
Cartesian coordinates (Å):
1 C 2.0481 0.7779 -4.4245  -0.242
2 O 0.9559 1.4542 -3.8578  -0.537
3 C 0.2739 0.6920 -2.8929  -0.066
4 C -0.8619 1.5493 -2.3300  -0.242
5 N -1.7309 0.7877 -1.4693  -0.598
6 C -1.7765 0.9709 -0.1310  0.677
7 O -1.0996 1.8270 0.4230  -0.645
8 C -2.6961 0.0607 0.6040  -0.211
9 C -3.8392 -0.4519 -0.0059  -0.171
10 C -4.6773 -1.3228 0.6624  -0.239
11 C -4.3758 -1.7039 1.9605  -0.176
12 C -3.2656 -1.1887 2.5982  -0.249
13 C -2.4271 -0.2883 1.9425  0.276
14 N -1.3327 0.2857 2.5764  -0.670
15 C -0.6781 -0.1592 3.6721  0.672
16 O -0.9594 -1.1444 4.3211  -0.613
17 C 0.5055 0.7081 4.0922  -0.635
18 S 1.2079 1.8166 2.8367  0.264
19 C 1.8358 0.7268 1.5926  -0.075
20 C 2.5231 1.3272 0.5428  -0.251
21 C 3.0636 0.5550 -0.4648  -0.203
22 C 2.9281 -0.8296 -0.4557  -0.042
23 C 3.5054 -1.6758 -1.5510  -0.628
24 C 2.2273 -1.4132 0.5914  -0.190
25 C 1.6858 -0.6519 1.6117  -0.271
26 H 2.4925 1.4582 -5.1477  0.196
27 H 1.7276 -0.1395 -4.9352  0.163
28 H 2.7907 0.5137 -3.6631  0.163
29 H -0.1388 -0.2223 -3.3557  0.149
30 H 0.9533 0.3882 -2.0822  0.182
31 H -1.4326 1.9676 -3.1644  0.200
32 H -0.4464 2.3660 -1.7372  0.241
33 H -2.2202 0.0084 -1.8789  0.398
34 H -4.0984 -0.1403 -1.0077  0.208
35 H -5.5617 -1.7021 0.1736  0.216
36 H -5.0198 -2.3929 2.4856  0.217
37 H -3.0369 -1.4715 3.6120  0.253
38 H -0.9451 1.0917 2.0702  0.457
39 H 1.2884 0.0705 4.5058  0.248
40 H 0.1655 1.3802 4.8835  0.261
41 H 2.6292 2.4008 0.5303  0.221
42 H 3.6071 1.0376 -1.2651  0.211
43 H 4.2912 -1.1430 -2.0817  0.214
44 H 2.7305 -1.9475 -2.2697  0.216
45 H 3.9195 -2.5968 -1.1459  0.221
46 H 2.1061 -2.4868 0.6185  0.211
47 H 1.1583 -1.1495 2.4103  0.221

Properties
- E_LUMO (eV) = 0.58
- total charge = 0
- structure (SMILES) = COCCNC(=O)c1ccccc1NC(=O)CSc1ccc(C)cc1
- orbital gap (eV) = 8.67



(3)
Here is C19H22N2O3S in the gas phase from OMol25. Energies are from the ωB97M-V functional and the def2-TZVPD basis.

Last column: natural (NBO) charge in e.
Cartesian coordinates (Å):
1 C -3.0872 -2.1694 -0.8735  -0.422
2 N -2.3605 -1.0802 -0.2575  -0.689
3 C -0.9522 -1.1543 -0.2253  0.136
4 C -0.2367 -1.0141 -1.4110  -0.228
5 C 1.1442 -1.0397 -1.3933  -0.167
6 C 1.8301 -1.1740 -0.1922  -0.128
7 C 3.3262 -1.2514 -0.2036  0.671
8 O 3.9017 -2.1455 -0.7999  -0.622
9 N 3.9846 -0.3093 0.5090  -0.435
10 C 3.4037 0.9030 1.0374  -0.216
11 C 3.9175 2.1163 0.2568  -0.407
12 C 5.4428 2.1597 0.2962  -0.399
13 C 6.0069 0.8476 -0.2425  -0.406
14 C 5.4327 -0.3274 0.5473  -0.225
15 C 1.1117 -1.3344 0.9880  -0.206
16 C -0.2704 -1.3349 0.9722  -0.172
17 S -3.1303 -0.4537 1.1035  2.300
18 O -2.3242 0.6176 1.6056  -0.927
19 O -3.5216 -1.5012 2.0056  -0.941
20 C -4.5915 0.2336 0.3315  -0.249
21 C -4.4319 1.3128 -0.5161  -0.206
22 C -5.5474 1.8594 -1.1283  -0.210
23 C -6.8023 1.3218 -0.8832  -0.186
24 C -6.9496 0.2416 -0.0274  -0.211
25 C -5.8353 -0.3091 0.5860  -0.216
26 H -3.2950 -2.9575 -0.1424  0.209
27 H -2.5000 -2.5832 -1.6903  0.223
28 H -4.0322 -1.7891 -1.2634  0.210
29 H -0.7691 -0.8848 -2.3415  0.218
30 H 1.7020 -0.9448 -2.3131  0.225
31 H 3.6950 0.9975 2.0908  0.188
32 H 2.3166 0.8525 0.9795  0.230
33 H 3.5802 2.0397 -0.7791  0.200
34 H 3.4963 3.0260 0.6865  0.212
35 H 5.7755 2.3033 1.3271  0.193
36 H 5.8104 3.0000 -0.2954  0.211
37 H 5.7348 0.7348 -1.2937  0.204
38 H 7.0950 0.8390 -0.1688  0.212
39 H 5.7538 -0.2670 1.5936  0.185
40 H 5.7601 -1.2783 0.1238  0.249
41 H 1.6382 -1.4784 1.9202  0.221
42 H -0.8322 -1.4693 1.8828  0.226
43 H -3.4411 1.7079 -0.6733  0.239
44 H -5.4407 2.7032 -1.7930  0.221
45 H -7.6712 1.7503 -1.3601  0.219
46 H -7.9292 -0.1698 0.1630  0.222
47 H -5.9081 -1.1466 1.2618  0.245

Properties
- E_LUMO (eV) = 0.52
- total charge = 0
- structure (SMILES) = CN(c1ccc(C(=O)N2CCCCC2)cc1)S(=O)(=O)c1ccccc1
- orbital gap (eV) = 9.29



(4)
Here is C19H22N2O4 in the gas phase from OMol25. Energies are from the ωB97M-V functional and the def2-TZVPD basis.

Last column: natural (NBO) charge in e.
Cartesian coordinates (Å):
1 C 5.0730 -1.6877 2.8527  -0.605
2 C 4.0685 -0.8373 3.6764  -0.395
3 C 3.0189 -0.0003 2.7980  -0.058
4 O 2.0466 -0.8492 2.2062  -0.561
5 C 0.7285 -0.3485 2.1125  -0.080
6 C -0.1051 -0.7797 0.9251  0.059
7 C 0.8393 -0.7337 -0.2785  -0.102
8 O 0.6064 0.5056 -0.8343  -0.519
9 C -0.8389 0.7642 -0.7032  0.482
10 C -0.9023 2.2479 -0.5893  -0.245
11 N -0.4654 2.7395 0.7475  -0.354
12 C -1.2012 2.8005 1.8959  -0.087
13 C -0.2814 3.2177 2.7974  -0.109
14 N 0.9384 3.5521 2.2916  -0.448
15 C 0.7868 3.3714 1.0248  0.169
16 C -1.6575 0.0048 -1.7642  0.252
17 C -2.9855 -0.1511 -1.7229  -0.256
18 C -3.2498 -0.8884 -2.9917  -0.117
19 C -4.3650 -1.6168 -3.4553  -0.169
20 C -4.3189 -2.2420 -4.7384  -0.250
21 C -3.1311 -2.1485 -5.4808  -0.192
22 C -1.9033 -1.5743 -4.9599  -0.253
23 C -2.0820 -0.9932 -3.6937  0.282
24 O -1.1259 -0.3700 -3.0205  -0.421
25 O -1.2125 0.1156 0.5537  -0.532
26 H 5.8756 -1.1230 2.3656  0.200
27 H 4.5211 -2.2347 2.1013  0.206
28 H 5.4978 -2.3386 3.5927  0.203
29 H 4.6913 -0.2224 4.2953  0.201
30 H 3.5637 -1.5120 4.2527  0.198
31 H 2.5787 0.6104 3.5691  0.177
32 H 3.5039 0.6806 2.0439  0.173
33 H 0.7378 0.7089 2.1102  0.192
34 H 0.1254 -0.6222 2.9937  0.170
35 H -0.4840 -1.8179 0.9705  0.192
36 H 0.6036 -1.4290 -1.0150  0.165
37 H 1.8677 -0.9422 -0.0361  0.222
38 H -1.8537 2.6148 -0.8429  0.217
39 H -0.3100 2.7699 -1.4091  0.247
40 H -2.1568 2.3613 2.0231  0.229
41 H -0.6225 3.2911 3.8255  0.198
42 H 1.6237 3.4405 0.3524  0.206
43 H -3.6207 0.2697 -1.0561  0.230
44 H -5.3119 -1.5515 -2.8699  0.215
45 H -5.1651 -2.7809 -5.1185  0.222
46 H -3.0123 -2.7175 -6.3964  0.214
47 H -0.9340 -1.5535 -5.4014  0.233

Properties
- E_LUMO (eV) = 0.60
- total charge = 0
- structure (SMILES) = CCCOC[C@@H]1CO[C@@](Cn2ccnc2)(c2cc3ccccc3o2)O1
- orbital gap (eV) = 9.36



The calculation returns the following relative energy (zero: lowest compared OMol25 entry of this formula, charge and spin) values, one per record and in order: 282.2, 73.8, 174.3, 556.8 kJ/mol.
The calculation returns the following HOMO level values, one per record and in order: -8.0, -8.1, -8.8, -8.8 eV.